#P
Below is an isolated molecule of C5H8N2, with properties calculated with ωB97M-V with the def2-TZVPD basis set.

## Properties
SMILES: Cc1c[nH]c(N)c1
Net charge: 0
HOMO energy in eV: -6.960
Orbital gap in eV: 7.9

XYZ file:
```
15
C5H8N2 ωB97M-V with the def2-TZVPD basis set
C 2.3382 -0.1784 -0.1592
C 0.8489 -0.3940 0.1943
C -0.0163 -1.1189 -0.6258
N -1.3179 -0.6962 -0.5048
C -1.4198 0.2081 0.5086
N -2.3462 1.2556 0.1648
C -0.0488 0.1730 1.1250
H 2.4266 0.4296 -1.0856
H 2.9386 0.3555 0.5875
H 2.8481 -1.1178 -0.3972
H 0.1647 -2.1481 -0.8813
H -1.9289 -0.7180 -1.3167
H -2.6670 1.9068 0.8660
H -2.0339 1.7759 -0.6598
H 0.2137 0.2668 2.1841
```

#Q
Below is a structure of composition C5H8N2, with properties calculated with ωB97M-V with the def2-TZVPD basis set.

## Properties
Net charge: 0
HOMO energy in eV: -8.784
Orbital gap in eV: 9.7

XYZ file:
```
15
C5H8N2 ωB97M-V with the def2-TZVPD basis set
C 0.5868 -0.7363 0.4067
C -0.5334 0.4025 -1.0421
C 0.2328 1.5130 -0.4739
C -0.0465 0.6566 0.7855
C -1.4720 0.4280 0.1679
H 1.1392 -1.2980 2.0451
H 0.3899 -1.6176 -1.5628
H -0.7398 0.2459 -2.1190
H 1.3118 1.4915 -0.5828
H -0.1115 2.5544 -0.5995
H 0.1420 0.9494 1.8888
H -2.0659 -0.4889 0.2734
H -2.1468 1.3643 0.2261
N 1.0644 -1.6417 1.1095
N 0.2892 -0.7561 -0.9143
```

#R
Below is an isolated molecule of C5H8N2, with properties calculated with ωB97M-V with the def2-TZVPD basis set.

## Properties
Net charge: 0
HOMO energy in eV: -6.989
Orbital gap in eV: 7.4

XYZ file:
```
15
C5H8N2 ωB97M-V with the def2-TZVPD basis set
C -1.5247 -0.9470 -0.0447
C -1.0884 1.2670 0.7737
C -0.2923 1.9421 -0.0679
N 0.9199 1.1845 -0.4612
C 0.8739 -0.0214 0.0270
N 1.9117 -0.9227 -0.0642
C -0.4842 -0.1354 0.7523
H -1.1665 -1.9399 -0.3287
H -2.4070 -1.0374 0.6011
H -1.8779 -0.3992 -0.9309
H -0.3755 2.9265 -0.5151
H 1.7206 1.5780 -0.9409
H 1.7857 -1.7786 0.4570
H 2.3391 -1.0636 -0.9724
H -0.3343 -0.6529 1.7150
```

Energies relative to the most stable structure, in eV: #P 0.269; #Q 0.000; #R 0.658.

#P
Below is an isolated molecule of C5H8N2, with properties calculated with ωB97M-V with the def2-TZVPD basis set.

## Properties
SMILES: [H]/N=C1\C(=N/[H])C1CC
Net charge: 0
HOMO energy in eV: -8.242
Orbital gap in eV: 8.4

XYZ file:
```
15
C5H8N2 ωB97M-V with the def2-TZVPD basis set
H 0.2857 -2.3922 1.5317
N 0.6846 -1.5929 1.0380
C -0.1247 -1.0253 0.2538
C -1.5209 -0.9804 -0.2827
N -2.7514 -1.1523 -0.0860
H -2.9649 -1.5992 0.8077
C -0.4735 -0.3311 -0.9918
C 0.1258 1.1746 -0.2971
C 1.5807 1.2151 0.0986
H -0.0992 -0.4014 -2.0031
H -0.5352 1.5527 0.4818
H -0.0426 1.7981 -1.1734
H 1.7129 0.8236 1.1059
H 2.1983 0.6604 -0.6068
H 1.9246 2.2503 0.1233
```

#Q
Below is an isolated molecule of C5H8N2, with properties calculated with ωB97M-V with the def2-TZVPD basis set.

## Properties
SMILES: C[C@H]1CN[C@H]1C#N
Net charge: 0
HOMO energy in eV: -9.658
Orbital gap in eV: 10.6

XYZ file:
```
15
C5H8N2 ωB97M-V with the def2-TZVPD basis set
C 1.4982 -0.4418 -0.6273
C 0.6086 0.3056 0.3486
C -0.3319 1.3764 -0.2426
N -1.4666 0.8077 0.5101
C -0.6826 -0.3823 0.8865
C -1.0684 -1.6275 0.2081
N -1.4203 -2.6043 -0.3038
H 0.9282 -0.7944 -1.4943
H 2.2897 0.2228 -0.9918
H 1.9749 -1.3106 -0.1614
H 1.1933 0.6864 1.1908
H -0.4181 1.2987 -1.3355
H -0.1152 2.4155 0.0237
H -2.2983 0.6142 -0.0379
H -0.6929 -0.5819 1.9642
```

#R
Below is an isolated molecule of C5H8N2, with properties calculated with ωB97M-V with the def2-TZVPD basis set.

## Properties
SMILES: Cn1ccc(N)c1
Net charge: 0
HOMO energy in eV: -7.549
Orbital gap in eV: 8.6

XYZ file:
```
15
C5H8N2 ωB97M-V with the def2-TZVPD basis set
C 2.3117 0.2513 0.0498
N 0.9064 -0.0592 -0.0404
C 0.3544 -1.2865 0.1586
C -1.0322 -1.1281 0.2284
C -1.2915 0.2191 -0.1020
N -2.6097 0.7134 -0.1421
C -0.0990 0.8842 -0.1496
H 2.8900 -0.5741 -0.3705
H 2.5137 1.1604 -0.5204
H 2.6139 0.4100 1.0932
H 1.0176 -2.1503 0.2224
H -1.6943 -1.6389 0.8947
H -3.2547 -0.0655 -0.2437
H -2.7257 1.3194 -0.9382
H 0.0993 1.9448 -0.1402
```

Energies relative to the most stable structure, in eV: #P 3.606; #Q 0.288; #R 0.000.

#P
Below is a cluster of 2 separate species, C5H8N2 in total, with properties calculated with ωB97M-V with the def2-TZVPD basis set.

## Properties
Net charge: 0
HOMO energy in eV: -7.689
Orbital gap in eV: 8.2

XYZ file:
```
15
C5H8N2 ωB97M-V with the def2-TZVPD basis set
C -2.6496 0.3779 -0.7935
C -1.4175 -0.9461 0.9107
C -1.5791 -0.1773 -0.1406
C 2.0222 0.0520 0.6513
C 0.3271 0.7104 -0.9672
N -3.4475 1.0012 -1.3453
N 1.2735 -0.1043 -0.5982
H -0.3990 -1.0437 1.3154
H -2.2378 -1.4701 1.4253
H 3.0648 0.3929 0.4468
H 1.4891 0.7320 1.2253
H 1.9317 -0.9807 1.2618
H -0.0667 0.8205 -1.9442
H -0.0031 1.4454 -0.2950
H 1.6918 -0.8102 -1.1527
```

#Q
Below is an isolated molecule of C5H8N2, with properties calculated with ωB97M-V with the def2-TZVPD basis set.

## Properties
SMILES: Cn1ccc(N)c1
Net charge: 0
HOMO energy in eV: -7.478
Orbital gap in eV: 8.5

XYZ file:
```
15
C5H8N2 ωB97M-V with the def2-TZVPD basis set
C 2.2989 0.2757 0.0630
N 0.9123 -0.0933 -0.1159
C 0.3733 -1.3126 0.1763
C -0.9930 -1.1885 0.2437
C -1.3062 0.1779 -0.0006
N -2.5946 0.7355 0.0782
C -0.1192 0.8201 -0.2291
H 2.9518 -0.5477 -0.2390
H 2.5194 1.1449 -0.5614
H 2.5251 0.5309 1.1067
H 0.9971 -2.1888 0.2844
H -1.7107 -1.9790 0.4096
H -3.2929 0.1343 -0.3376
H -2.6542 1.6638 -0.3202
H 0.0930 1.8270 -0.5581
```

#R
Below is an isolated molecule of C5H8N2, with properties calculated with ωB97M-V with the def2-TZVPD basis set.

## Properties
SMILES: CC1(C)N[C@H]1C#N
Net charge: 0
HOMO energy in eV: -9.982
Orbital gap in eV: 10.8

XYZ file:
```
15
C5H8N2 ωB97M-V with the def2-TZVPD basis set
C -0.5908 1.3001 -0.2237
C -0.2201 -0.1809 -0.1031
C -1.2248 -1.0107 0.6357
N 0.4073 -0.7938 -1.2589
C 1.1934 -0.6572 -0.0313
C 2.0971 0.4127 0.2316
N 2.8401 1.2519 0.5358
H -0.8321 1.7533 0.7440
H -1.4962 1.3684 -0.8491
H 0.1874 1.9088 -0.6969
H -2.1843 -0.9601 0.1209
H -0.8921 -2.0494 0.6625
H -1.3582 -0.6555 1.6657
H 0.6799 -0.0924 -1.9394
H 1.4499 -1.5899 0.4836
```

Energies relative to the most stable structure, in eV: #P 3.679; #Q 0.000; #R 0.867.

#P
Below is the ion C5H8N5 with charge +1, with properties calculated with ωB97M-V with the def2-TZVPD basis set.

## Properties
SMILES: [H]/N=C/Nc1[nH]ncc1C=[NH2+]
Net charge: +1
HOMO energy in eV: -13.049
Orbital gap in eV: 8.8

XYZ file:
```
18
C5H8N5 ωB97M-V with the def2-TZVPD basis set
H -1.1604 -3.0661 1.2943
N -0.7100 -2.2108 0.9372
C -0.1492 -2.4518 -0.1626
N 0.3935 -1.5029 -0.9734
C 0.4725 -0.1401 -0.9436
N 1.0747 0.5172 -1.9315
N 1.0586 1.8303 -1.8285
C 0.4863 2.1082 -0.6931
C 0.0282 0.9366 -0.0283
C -0.4687 0.8145 1.2523
N -0.9443 1.6993 2.0825
H -0.0373 -3.3796 -0.6076
H 0.9998 -1.9984 -1.6000
H 1.6128 0.0084 -2.6285
H 0.3469 3.0651 -0.2323
H -0.5218 -0.3416 1.4583
H -1.4045 1.5055 2.9442
H -1.0771 2.6061 1.6604
```

#Q
Below is the ion C5H8N5 with charge +1, with properties calculated with ωB97M-V with the def2-TZVPD basis set.

## Properties
Net charge: +1
HOMO energy in eV: -12.683
Orbital gap in eV: 7.3

XYZ file:
```
18
C5H8N5 ωB97M-V with the def2-TZVPD basis set
C 3.0528 0.3413 -0.0485
C 1.2240 -0.6957 -0.0457
C 0.1675 -1.6031 -0.3046
C -1.0771 -1.3420 0.1605
C -1.2755 1.0863 0.2292
N 2.5444 -0.8824 -0.2610
N 2.1388 1.2341 0.2342
N 1.0224 0.5602 0.3166
N -1.6085 1.0134 -1.0117
N -1.3982 -0.1942 1.0238
H 4.0413 0.6641 -0.0722
H 0.5115 -2.3691 -0.9690
H -1.9026 -1.8412 -0.0476
H -1.1099 2.0681 0.8366
H -1.3956 0.1770 -1.5313
H -1.8505 1.8835 -1.4182
H -2.4142 -0.1375 1.2231
H -0.6709 0.0372 1.6859
```

Energies relative to the most stable structure, in eV: #P 0.000; #Q 3.671.

#P
Below is a cluster of 3 separate species, C2H10NO4 in total, with properties calculated with ωB97M-V with the def2-TZVPD basis set.

## Properties
Net charge: +1
HOMO energy in eV: -14.987
Orbital gap in eV: 11.2

XYZ file:
```
17
C2H10NO4 ωB97M-V with the def2-TZVPD basis set
O 1.4492 -0.2025 -1.5193
C 1.4865 0.5623 -0.6019
O 2.4217 0.5480 0.3485
C 0.4061 1.5858 -0.2976
N -0.5381 1.0708 0.7758
H 3.2791 0.1313 0.1889
H 0.9215 2.5291 -0.0894
H -0.2182 1.5596 -1.2249
H -0.1989 1.0981 1.7484
H -1.3959 1.6385 0.7727
H -0.8787 0.1069 0.5922
H -1.9776 -1.5841 -1.6720
H -3.3759 -1.2488 -1.4873
O -2.5448 -0.7963 -1.7418
H 0.9796 -2.2833 0.8635
H 0.1120 -2.4088 2.1500
O 0.0723 -2.3063 1.1944
```

#Q
Below is a cluster of 3 separate species, C2H10NO4 in total, with properties calculated with ωB97M-V with the def2-TZVPD basis set.

## Properties
Net charge: +1
HOMO energy in eV: -14.994
Orbital gap in eV: 11.8

XYZ file:
```
17
C2H10NO4 ωB97M-V with the def2-TZVPD basis set
O -0.2614 0.5557 -1.8517
C 0.7145 0.4567 -1.1356
O 1.8245 -0.1487 -1.4195
C 0.6667 1.2720 0.1624
N -0.7709 1.5784 0.4374
H 1.9577 -0.2434 -2.3639
H 1.1298 0.6407 0.9166
H 1.1878 2.2024 -0.0639
H -0.8326 2.5129 0.8392
H -1.3043 1.5113 -0.4408
H -1.1025 0.7607 0.9883
H -1.5303 -1.6820 1.2375
H -2.3827 -0.6618 1.9831
O -1.9616 -0.8249 1.1278
H 1.2922 -2.5008 0.5454
H 0.7127 -3.0991 -0.7746
O 0.6603 -2.3302 -0.1876
```

Energies relative to the most stable structure, in eV: #P 0.625; #Q 0.000.

#P
Below is an isolated molecule of C3H9N3O2, with properties calculated with ωB97M-V with the def2-TZVPD basis set.

## Properties
SMILES: C[C@H](O)N(N)C(N)=O
Net charge: 0
HOMO energy in eV: -9.276
Orbital gap in eV: 9.8

XYZ file:
```
17
C3H9N3O2 ωB97M-V with the def2-TZVPD basis set
C 1.9627 0.5718 0.5095
C 0.8139 -0.2950 0.0935
O 1.1733 -1.4640 -0.4987
N -0.3110 0.3530 -0.5057
N -0.2875 1.7708 -0.5396
C -1.3820 -0.2608 0.3035
N -1.5767 -1.6188 -0.0542
O -2.2873 0.4749 0.6961
H 2.7769 -0.0483 0.8760
H 1.6463 1.2836 1.2663
H 2.3055 1.1389 -0.3566
H 0.0437 -0.6636 1.1198
H 0.6520 -1.5556 -1.3221
H -0.9672 2.0309 -1.2496
H -0.6950 2.1295 0.3284
H -1.4652 -1.8275 -1.0377
H -2.4023 -2.0199 0.3708
```

#Q
Below is a structure of composition C3H9N3O2, with properties calculated with ωB97M-V with the def2-TZVPD basis set.

## Properties
Net charge: 0
HOMO energy in eV: -9.548
Orbital gap in eV: 9.9

XYZ file:
```
17
C3H9N3O2 ωB97M-V with the def2-TZVPD basis set
C 0.2758 -0.0939 1.4034
C 0.0853 1.3041 1.4668
C -0.7868 -0.8666 -0.5661
H 2.3732 -0.3407 -0.9682
H 1.4470 1.0547 -0.6633
H 1.2222 -0.4069 2.1724
H -0.6360 -0.6400 1.9922
H -0.9388 1.1404 1.3344
H 0.1358 1.8509 2.3811
H -0.0202 2.5996 -0.1703
H -1.4877 -1.2814 -2.3570
H 0.3681 -1.2348 -2.2601
N 1.3233 0.1050 -0.9219
N 0.3991 -0.6208 0.0059
N -0.4492 -1.8252 -1.7874
O 0.7181 2.0413 0.4518
O -1.8210 -0.5933 0.0029
```

Energies relative to the most stable structure, in eV: #P 0.000; #Q 2.952.